A cluster of 2 separate species, C7H11N2O2 in total. Source: the OMol25 dataset; level of theory: the ωB97M-V functional and the def2-TZVPD basis.

```
! RIJCOSX wB97M-V def2-TZVPD def2/J DEFGRID3
* xyz -2 2
C -1.388 2.743 -0.112
C -0.548 1.937 0.833
C -0.748 0.682 1.334
C 1.157 1.491 2.037
N 0.657 2.433 1.289
N 0.351 0.432 2.141
H -2.301 3.129 0.350
H -1.790 2.158 -0.951
H -1.436 -0.130 1.216
H 2.067 1.645 2.596
H 0.602 -0.529 2.352
H -0.799 3.518 -0.593
C 0.250 -2.484 -1.097
C 0.079 -1.675 -2.392
C 0.976 -1.731 0.062
O 1.507 -0.643 -0.234
O 1.021 -2.347 1.172
H -0.691 -2.881 -0.710
H 0.892 -3.370 -1.231
H 0.064 -0.631 -2.103
H -0.843 -1.940 -2.903
H 0.921 -1.807 -3.056
*
```

## Properties
Highest occupied orbital energy (alpha / beta) = 4.117 / -1.593 eV
HOMO-LUMO gap (alpha / beta) = 2.32 / 7.96 eV

An isolated molecule of C4H5NO4 at a distorted geometry. Source: the OMol25 dataset; level of theory: the ωB97M-V functional and the def2-TZVPD basis.

```
! RIJCOSX wB97M-V def2-TZVPD def2/J DEFGRID3
* xyz 0 1
C 1.645 0.120 0.429
C 0.842 -0.795 -0.471
O -0.145 -1.558 0.289
C -1.340 -0.994 0.326
O -2.333 -1.449 -0.134
O -1.350 0.205 1.057
O -2.232 1.133 0.388
C -1.517 1.865 -0.405
N -0.992 2.348 -1.314
H 2.617 0.307 -0.008
H 1.139 1.037 0.687
H 1.829 -0.425 1.349
H 1.510 -1.516 -0.919
H 0.327 -0.278 -1.274
*
```

## Properties
Highest occupied orbital energy = -11.616 eV
HOMO-LUMO gap = 11.16 eV
SMILES string = CCOC(=O)OOC#N

A structure of composition C3H10NP at a distorted geometry. Source: the OMol25 dataset; level of theory: the ωB97M-V functional and the def2-TZVPD basis.

```
! RIJCOSX wB97M-V def2-TZVPD def2/J DEFGRID3
* xyz 0 1
C 0.950 0.341 1.246
C 1.428 -0.726 -1.137
C 0.479 -0.502 0.087
N -2.630 0.457 -0.032
P -1.425 0.471 -1.144
H 1.527 1.130 0.853
H 0.129 0.582 1.952
H 1.596 -0.244 1.874
H 1.582 -1.827 -1.172
H 2.284 -0.019 -0.772
H 1.035 -0.407 -2.097
H 0.019 -1.551 0.203
H -3.474 -0.171 -0.133
H -2.456 0.716 0.912
H -1.043 1.750 -0.639
*
```

## Properties
Highest occupied orbital energy = -7.401 eV
HOMO-LUMO gap = 8.43 eV

A cluster of 2 separate species, C2H6N4S in total at a distorted geometry. Source: the OMol25 dataset; level of theory: the ωB97M-V functional and the def2-TZVPD basis.

```
! RIJCOSX wB97M-V def2-TZVPD def2/J DEFGRID3
* xyz 0 3
C -0.408 -1.413 -0.669
C 0.574 -0.907 0.454
N -0.444 -0.321 -1.569
N 1.089 0.385 -0.010
N 0.356 0.626 -1.132
N -0.792 1.419 1.283
S 0.667 2.118 -1.839
H 0.054 -2.300 -1.246
H -1.335 -1.617 -0.251
H 0.057 -0.602 1.342
H 1.398 -1.570 0.602
H -1.197 2.444 1.151
H -0.019 1.738 1.885
*
```

## Properties
Highest occupied orbital energy (alpha / beta) = -8.988 / -8.338 eV
HOMO-LUMO gap (alpha / beta) = 9.17 / 5.83 eV

A structure of composition C26H30ClFeN11O3S2 at a distorted geometry. Source: the OMol25 dataset; level of theory: the ωB97M-V functional and the def2-TZVPD basis.

```
! RIJCOSX wB97M-V def2-TZVPD def2/J DEFGRID3
* xyz 1 2
Fe 0.408 -0.136 -0.623
O 2.174 3.418 -1.015
C 1.762 2.282 -1.111
N 0.523 1.820 -0.718
C -0.147 2.842 0.097
C 0.205 2.813 1.566
C 0.384 3.996 2.273
C 0.682 3.930 3.621
C 0.800 2.686 4.223
C 0.600 1.564 3.439
N 0.301 1.617 2.142
C 2.598 1.229 -1.755
C 3.821 1.518 -2.328
C 4.581 0.472 -2.813
C 4.084 -0.822 -2.704
C 2.849 -1.022 -2.125
N 2.107 -0.004 -1.669
H 0.157 3.813 -0.296
H -1.226 2.775 -0.026
H 0.313 4.948 1.762
H 0.836 4.835 4.194
H 1.042 2.588 5.272
H 0.682 0.571 3.871
H 4.149 2.547 -2.339
H 5.552 0.652 -3.255
H 4.647 -1.673 -3.058
H 2.441 -2.017 -2.031
N 1.102 -3.318 0.961
C 0.662 -3.323 -0.303
N 0.332 -2.242 -0.989
C -0.067 -2.590 -2.276
C -0.084 -3.908 -2.551
S 0.448 -4.803 -1.176
C -0.425 -1.482 -3.148
C -0.733 -1.512 -4.458
S -1.130 0.073 -5.003
C -0.855 0.688 -3.413
N -0.483 -0.232 -2.544
N -1.075 1.980 -3.103
H 1.423 -4.166 1.392
H 1.374 -2.406 1.322
H -0.380 -4.399 -3.462
H -0.755 -2.358 -5.123
H -1.190 2.637 -3.858
H -0.548 2.286 -2.286
Cl 4.648 -0.036 3.089
C 3.231 -0.831 2.406
C 2.547 -0.013 1.315
O 2.963 1.045 0.922
O 1.474 -0.642 0.878
H 3.543 -1.788 1.988
H 2.520 -1.020 3.209
C -1.415 -1.084 1.571
N -2.656 -1.386 2.250
C -3.481 -2.215 1.370
N -3.781 -1.527 0.111
C -2.541 -1.214 -0.567
N -1.621 -0.364 0.268
C -2.413 0.869 0.597
N -3.659 0.578 1.274
C -3.367 -0.135 2.517
C -4.479 -0.279 0.422
H -0.896 -2.015 1.367
H -0.788 -0.446 2.194
H -4.417 -2.456 1.874
H -2.951 -3.145 1.152
H -2.762 -0.671 -1.485
H -2.034 -2.145 -0.805
H -2.635 1.374 -0.345
H -1.802 1.498 1.235
H -4.302 -0.353 3.033
H -2.750 0.498 3.158
H -4.707 0.246 -0.507
H -5.415 -0.508 0.933
*
```

## Properties
Highest occupied orbital energy (alpha / beta) = -11.190 / -11.186 eV
HOMO-LUMO gap (alpha / beta) = 8.06 / 7.95 eV

A cluster of 9 separate species, H16IO8 in total at a distorted geometry. Source: the OMol25 dataset; level of theory: the ωB97M-V functional and the def2-TZVPD basis.

```
! RIJCOSX wB97M-V def2-TZVPD def2/J DEFGRID3
* xyz -1 1
I 0.155 -0.104 -0.328
O 1.778 -3.259 0.072
H 2.622 -3.503 -0.345
H 1.489 -2.451 -0.337
O -2.768 -0.459 -2.385
H -1.879 -0.482 -1.992
H -2.904 0.483 -2.509
O 2.932 1.479 0.968
H 3.089 1.004 1.814
H 2.328 0.939 0.451
O 0.046 2.209 2.263
H 0.556 1.414 2.085
H -0.821 1.954 2.498
O -0.249 3.405 -0.943
H -0.118 2.445 -0.785
H -1.162 3.589 -0.772
O 1.012 0.302 -3.867
H 0.132 0.552 -3.550
H 1.366 0.110 -3.022
O -1.766 -2.899 1.215
H -1.298 -3.688 0.970
H -1.352 -2.189 0.760
O -1.336 -0.480 2.774
H -0.406 -0.405 2.990
H -1.456 0.022 1.980
*
```

## Properties
Highest occupied orbital energy = -5.991 eV
HOMO-LUMO gap = 8.89 eV

The molecular weight results, record by record, are as follows: 155.2 131.1 91.1 118.2 700.0 271.0 g/mol.
The energy relative to the best compared isomer or geometry (same formula, charge and spin) results, record by record, are as follows: 41.9 460.4 253.7 167.3 96.2 84.3 kJ/mol.